[1]
DFT (wB97M-V/def2-TZVPD) results for a structure of composition C51H116F3N4O13Y.

The largest force on an atom comes out at 0.085 hartree/bohr. The LUMO energy is -5.54 eV. The molar mass is 1139.404 g/mol. As for the calculated total energy: -3546.90149 hartree. As for the HOMO-LUMO gap: 2.22 eV. As for the HOMO energy: -0.2854 Eh.

Each line ends with the Löwdin charge.
Geometry (Å):
Y: 2.08 7.54 -6.62  1.12
C: -4.76 7.67 -4.54  -0.07
C: -3.59 8.69 -4.60  -0.38
O: -2.60 8.33 -5.48  -0.09
H: -4.34 6.67 -4.48  0.07
H: -5.44 7.67 -5.40  0.07
H: -5.41 7.84 -3.68  0.07
H: -3.12 8.87 -3.63  0.10
H: -3.99 9.62 -5.00  0.13
O: 0.76 5.47 -9.71  -0.45
H: 0.28 4.65 -9.49  -0.10
C: -0.01 2.49 -2.98  -0.37
O: -0.23 3.33 -1.85  -0.10
O: 0.73 3.23 -3.91  -0.07
C: 0.44 1.05 -2.58  -0.65
F: 0.75 0.82 -1.28  0.13
F: -0.42 0.21 -3.02  0.19
F: 1.52 0.61 -3.12  0.18
C: -1.37 3.19 -0.97  -0.25
C: -0.97 3.61 0.43  -0.09
H: -1.70 3.44 1.22  0.07
H: -0.22 2.98 0.91  0.08
H: -0.71 4.66 0.43  0.07
H: -1.67 2.16 -0.81  0.11
H: -2.23 3.79 -1.26  0.12
H: -1.00 2.28 -3.39  0.16
O: 2.05 7.47 -2.31  -0.10
H: 1.79 6.65 -1.89  0.03
H: 2.08 8.10 -1.59  0.03
O: 5.60 2.15 -6.97  -0.05
H: 5.97 2.96 -6.63  0.02
H: 4.67 2.20 -6.76  0.03
C: -1.79 3.46 9.09  -0.03
C: -0.68 2.68 9.88  -0.49
C: 0.45 3.66 10.26  -0.16
C: 1.44 3.17 11.25  -0.18
C: 0.74 2.51 12.44  -0.13
C: -0.36 1.53 12.12  -0.50
N: -1.20 2.13 11.13  -0.15
O: -2.43 1.57 10.89  0.00
C: 0.17 0.14 11.77  -0.03
C: -1.16 1.38 13.50  -0.04
C: -0.18 1.58 8.99  -0.04
H: -2.55 3.89 9.73  0.08
H: -2.37 2.85 8.40  0.07
H: -1.37 4.21 8.42  0.08
H: 0.80 4.19 9.37  0.12
H: -0.12 4.48 10.68  0.12
H: 2.07 3.99 11.60  0.11
H: 2.13 2.53 10.71  0.11
H: 0.26 3.24 13.09  0.12
H: 1.52 1.96 12.97  0.12
H: 0.45 -0.34 12.70  0.08
H: -0.56 -0.49 11.25  0.08
H: 1.00 0.11 11.06  0.08
H: -1.89 0.58 13.44  0.08
H: -0.46 1.15 14.31  0.08
H: -1.66 2.22 13.99  0.08
H: 0.90 1.40 8.99  0.08
H: -0.27 1.92 7.96  0.08
H: -0.65 0.62 9.19  0.09
H: -3.03 2.02 11.50  0.11
C: -8.39 -0.65 7.09  -0.07
C: -8.20 -1.60 5.87  -0.48
C: -9.14 -0.96 4.73  -0.11
C: -8.90 -1.75 3.43  -0.18
C: -7.40 -1.72 3.08  -0.11
C: -6.26 -2.11 4.20  -0.44
N: -6.79 -1.58 5.50  -0.15
O: -5.95 -1.94 6.53  -0.01
C: -6.06 -3.65 4.29  -0.02
C: -5.01 -1.30 3.78  -0.04
C: -8.70 -2.96 6.42  -0.03
H: -7.80 -0.88 7.98  0.08
H: -9.40 -0.62 7.50  0.08
H: -8.05 0.33 6.75  0.08
H: -10.16 -1.11 5.07  0.11
H: -8.99 0.12 4.67  0.11
H: -9.48 -1.29 2.63  0.10
H: -9.33 -2.76 3.43  0.10
H: -7.10 -0.84 2.51  0.10
H: -7.25 -2.49 2.33  0.10
H: -5.19 -3.82 4.92  0.08
H: -6.96 -3.99 4.80  0.07
H: -5.96 -4.12 3.31  0.08
H: -4.59 -1.70 2.85  0.09
H: -5.24 -0.23 3.82  0.08
H: -4.26 -1.40 4.56  0.07
H: -9.28 -3.47 5.64  0.07
H: -9.34 -2.80 7.29  0.07
H: -7.90 -3.57 6.83  0.08
H: -5.49 -1.12 6.69  0.11
C: 11.33 -1.34 -1.55  -0.03
C: 9.76 -1.28 -1.25  -0.47
C: 9.50 -2.67 -0.60  -0.10
C: 8.20 -2.68 0.34  -0.18
C: 8.29 -1.58 1.34  -0.15
C: 8.49 -0.15 0.70  -0.47
N: 9.50 -0.20 -0.30  -0.19
O: 9.82 1.01 -0.72  0.02
C: 7.08 0.30 0.13  -0.01
C: 8.89 0.74 1.92  -0.03
C: 8.98 -1.05 -2.53  -0.03
H: 11.81 -0.48 -2.00  0.08
H: 11.55 -2.27 -2.08  0.08
H: 11.90 -1.49 -0.63  0.07
H: 9.32 -3.38 -1.41  0.11
H: 10.35 -2.93 0.03  0.11
H: 8.08 -3.71 0.67  0.10
H: 7.33 -2.70 -0.32  0.10
H: 9.11 -1.77 2.02  0.12
H: 7.34 -1.57 1.87  0.12
H: 7.01 -0.36 -0.73  0.07
H: 6.20 0.17 0.76  0.08
H: 7.06 1.36 -0.11  0.07
H: 9.31 1.72 1.69  0.07
H: 8.09 0.91 2.64  0.08
H: 9.67 0.28 2.52  0.07
H: 9.58 -1.34 -3.39  0.08
H: 8.76 0.01 -2.68  0.08
H: 8.08 -1.65 -2.66  0.08
H: 8.98 1.31 -1.08  0.08
C: 0.19 -8.07 -4.18  -0.02
C: 1.58 -8.73 -3.85  -0.49
C: 1.60 -9.48 -2.48  -0.14
C: 0.79 -10.73 -2.46  -0.19
C: 1.43 -11.72 -3.44  -0.14
C: 1.43 -11.12 -4.84  -0.48
N: 1.92 -9.70 -4.86  -0.12
O: 2.00 -9.21 -6.18  -0.01
C: 2.41 -11.92 -5.68  -0.06
C: -0.05 -11.27 -5.44  -0.01
C: 2.56 -7.52 -3.76  -0.04
H: -0.14 -7.43 -3.37  0.08
H: -0.56 -8.86 -4.24  0.06
H: 0.27 -7.54 -5.13  0.08
H: 2.56 -9.61 -1.99  0.12
H: 1.07 -8.81 -1.80  0.12
H: -0.25 -10.49 -2.65  0.11
H: 0.81 -11.14 -1.45  0.11
H: 0.82 -12.61 -3.53  0.12
H: 2.39 -12.10 -3.06  0.12
H: 3.40 -11.86 -5.24  0.08
H: 2.22 -12.99 -5.62  0.09
H: 2.47 -11.56 -6.70  0.08
H: -0.79 -11.20 -4.65  0.06
H: -0.30 -10.47 -6.14  0.08
H: -0.16 -12.28 -5.84  0.08
H: 2.85 -7.04 -4.70  0.08
H: 3.48 -7.87 -3.29  0.07
H: 2.27 -6.75 -3.05  0.08
H: 2.95 -9.09 -6.20  0.10
C: -4.68 2.07 -8.94  -0.05
C: -4.79 2.18 -10.53  -0.46
C: -5.41 0.95 -11.22  -0.07
O: -5.65 3.25 -10.88  -0.05
H: -5.64 2.23 -8.46  0.07
H: -3.93 2.73 -8.51  0.07
H: -4.38 1.09 -8.57  0.07
H: -3.80 2.23 -10.98  0.12
H: -5.47 1.12 -12.30  0.07
H: -6.46 0.84 -10.91  0.08
H: -4.84 0.03 -11.12  0.07
H: -5.45 3.92 -10.22  0.08
C: 3.21 -2.05 -9.75  -0.06
C: 4.02 -1.70 -11.03  -0.47
C: 3.34 -2.08 -12.28  -0.08
O: 4.08 -0.23 -11.04  -0.07
H: 3.74 -1.71 -8.85  0.08
H: 2.98 -3.11 -9.73  0.07
H: 2.21 -1.63 -9.87  0.08
H: 5.03 -2.08 -10.90  0.13
H: 3.40 -3.16 -12.35  0.08
H: 3.68 -1.60 -13.20  0.09
H: 2.27 -1.87 -12.29  0.08
H: 4.41 -0.09 -10.15  0.06
C: -4.35 14.84 1.93  -0.07
C: -3.27 13.88 1.61  -0.51
C: -3.77 12.44 1.50  -0.06
O: -2.44 14.28 0.49  -0.06
H: -5.03 14.83 1.08  0.09
H: -3.95 15.85 1.98  0.08
H: -4.90 14.58 2.83  0.09
H: -2.61 13.80 2.48  0.12
H: -4.60 12.34 0.81  0.08
H: -4.12 12.17 2.50  0.08
H: -2.94 11.78 1.25  0.08
H: -1.99 15.11 0.64  0.08

[2]
DFT (wB97M-V/def2-TZVPD) results for a cluster of 12 separate species, C51H117N2O33P3 in total.

Its energy above the lowest of the compared OMol25 structures with the same formula, charge and spin is 37.0 kcal/mol. The largest force on an atom comes out at 0.117 hartree/bohr. The LUMO energy is 0.37 eV. The molar mass is 1379.400 g/mol. As for the calculated total energy: -5629.93933 hartree. As for the HOMO-LUMO gap: 8.40 eV. Its SMILES is CCOP(=O)(OCC)OCC.CCOP(=O)(OCC)OCC.CCOP(=O)(OCC)OCC.CCN(CC)CC.CCN(CC)CC.COC(=O)OC.COC(=O)OC.COC(=O)OC.COC(=O)OC.COC(=O)OC.COC(=O)OC.COC(=O)OC. As for the HOMO energy: -0.2950 Eh.

Each line ends with the Löwdin charge.
Geometry (Å):
C: 7.25 0.60 4.01  -0.08
C: 5.86 -0.08 4.14  -0.27
N: 5.48 -0.76 2.93  -0.19
C: 5.39 0.24 1.85  -0.21
C: 5.05 -0.52 0.51  -0.07
C: 4.20 -1.49 3.10  -0.23
C: 4.18 -2.44 4.34  -0.08
H: 8.11 -0.04 3.82  0.07
H: 7.28 1.15 4.95  0.07
H: 7.38 1.34 3.22  0.06
H: 5.92 -0.80 4.96  0.10
H: 5.14 0.67 4.43  0.11
H: 4.68 1.05 2.02  0.11
H: 6.40 0.61 1.67  0.10
H: 5.14 0.26 -0.24  0.05
H: 5.70 -1.28 0.07  0.07
H: 4.05 -0.95 0.42  0.04
H: 4.14 -2.21 2.29  0.09
H: 3.30 -0.86 3.08  0.11
H: 3.38 -3.18 4.24  0.07
H: 4.17 -1.96 5.32  0.06
H: 5.07 -3.06 4.32  0.06
C: -2.67 0.23 -0.42  -0.07
C: -1.50 0.59 0.54  -0.20
N: -0.15 0.81 -0.04  -0.17
C: 0.53 -0.37 -0.57  -0.23
C: 1.08 -1.27 0.59  -0.06
C: -0.17 1.93 -0.99  -0.26
C: -0.49 3.21 -0.34  -0.06
H: -2.57 -0.69 -1.00  0.06
H: -3.03 0.96 -1.15  0.05
H: -3.59 0.06 0.13  0.07
H: -1.72 1.47 1.15  0.09
H: -1.50 -0.21 1.27  0.09
H: -0.19 -1.01 -1.08  0.09
H: 1.36 -0.16 -1.25  0.11
H: 1.84 -0.69 1.10  0.04
H: 0.32 -1.65 1.27  0.05
H: 1.71 -2.09 0.27  0.05
H: -0.96 1.60 -1.66  0.08
H: 0.80 1.96 -1.51  0.09
H: -1.56 3.28 -0.12  0.07
H: -0.21 4.03 -0.99  0.07
H: 0.02 3.47 0.59  0.08
C: 7.20 -7.43 -1.97  -0.05
C: 7.41 -7.38 -0.40  -0.21
O: 6.34 -6.56 0.10  -0.22
P: 6.58 -4.98 0.19  0.48
O: 7.08 -4.18 -0.98  -0.25
O: 5.12 -4.51 0.67  -0.19
C: 4.03 -4.60 -0.17  -0.29
C: 3.52 -6.03 -0.47  -0.04
O: 7.46 -4.87 1.54  -0.18
C: 7.56 -3.62 2.19  -0.29
C: 8.96 -3.18 1.94  -0.07
H: 6.12 -7.52 -2.06  0.06
H: 7.41 -6.47 -2.45  0.06
H: 7.75 -8.26 -2.40  0.07
H: 7.23 -8.33 0.10  0.12
H: 8.38 -6.98 -0.11  0.11
H: 3.28 -4.01 0.36  0.10
H: 4.20 -3.94 -1.01  0.11
H: 4.31 -6.75 -0.72  0.05
H: 3.02 -6.45 0.41  0.08
H: 2.89 -6.13 -1.35  0.08
H: 6.87 -2.84 1.85  0.09
H: 7.45 -3.68 3.27  0.12
H: 9.27 -3.46 0.93  0.08
H: 8.96 -2.09 1.92  0.08
H: 9.65 -3.72 2.58  0.08
C: -10.87 -5.12 -3.45  -0.09
C: -9.46 -4.83 -3.38  -0.34
O: -9.07 -4.32 -4.62  -0.20
P: -7.49 -4.31 -5.07  0.53
O: -6.95 -5.70 -5.40  -0.28
O: -7.53 -3.25 -6.30  -0.22
C: -8.15 -3.50 -7.62  -0.18
C: -9.53 -4.37 -7.70  -0.05
O: -6.78 -3.44 -3.90  -0.19
C: -5.54 -2.74 -3.99  -0.25
C: -5.03 -2.43 -2.59  -0.06
H: -11.28 -5.63 -4.32  0.09
H: -10.84 -5.94 -2.74  0.09
H: -11.51 -4.24 -3.33  0.09
H: -9.32 -4.07 -2.62  0.13
H: -8.83 -5.69 -3.17  0.12
H: -8.16 -2.60 -8.25  0.11
H: -7.39 -4.11 -8.10  0.10
H: -9.99 -4.21 -8.67  0.06
H: -9.54 -5.45 -7.51  0.07
H: -10.12 -3.81 -6.97  0.06
H: -4.82 -3.38 -4.52  0.12
H: -5.52 -1.81 -4.57  0.09
H: -5.21 -1.39 -2.34  0.07
H: -5.60 -2.92 -1.80  0.08
H: -3.96 -2.67 -2.52  0.08
C: -4.95 2.51 6.77  -0.06
C: -4.31 2.09 5.40  -0.24
O: -2.89 1.92 5.37  -0.20
P: -1.84 3.00 6.09  0.58
O: -2.22 4.45 6.13  -0.25
O: -0.40 2.65 5.35  -0.20
C: -0.22 2.14 4.02  -0.23
C: 1.13 2.70 3.49  -0.05
O: -1.57 2.34 7.57  -0.20
C: -0.87 2.94 8.55  -0.32
C: -1.72 4.02 9.29  -0.05
H: -6.04 2.52 6.63  0.06
H: -4.79 1.67 7.44  0.07
H: -4.53 3.38 7.28  0.07
H: -4.88 1.23 5.06  0.11
H: -4.51 2.96 4.78  0.10
H: -0.18 1.05 4.01  0.11
H: -1.04 2.42 3.36  0.10
H: 1.86 2.73 4.30  0.07
H: 1.69 2.07 2.79  0.06
H: 1.14 3.71 3.09  0.04
H: -0.54 2.11 9.18  0.12
H: 0.02 3.28 8.04  0.11
H: -2.36 4.62 8.66  0.06
H: -2.45 3.53 9.93  0.07
H: -1.08 4.71 9.83  0.07
C: -0.16 6.47 3.06  -0.01
O: -0.30 6.72 1.66  -0.01
C: 0.78 6.69 0.89  -0.58
O: 1.96 6.49 1.27  0.06
O: 0.35 6.86 -0.38  -0.03
C: 1.41 6.76 -1.44  0.02
H: 0.33 5.51 3.19  0.06
H: -1.17 6.41 3.46  0.10
H: 0.47 7.22 3.55  0.10
H: 0.80 6.30 -2.23  0.07
H: 2.26 6.23 -1.02  0.07
H: 1.73 7.76 -1.71  0.10
C: 1.25 -2.64 -3.83  -0.01
O: 2.37 -3.61 -3.82  -0.01
C: 3.59 -3.28 -4.27  -0.65
O: 3.85 -2.15 -4.66  0.11
O: 4.28 -4.35 -4.26  0.02
C: 5.65 -4.48 -4.56  -0.02
H: 0.66 -2.77 -4.73  0.10
H: 1.48 -1.58 -3.67  0.05
H: 0.59 -2.93 -3.01  0.09
H: 6.28 -3.88 -3.90  0.10
H: 5.92 -4.38 -5.61  0.10
H: 5.77 -5.54 -4.38  0.09
C: -0.94 5.03 -4.06  -0.02
O: 0.10 4.06 -3.86  0.01
C: 0.94 3.76 -4.79  -0.59
O: 1.19 4.38 -5.81  0.11
O: 1.78 2.75 -4.34  -0.07
C: 2.95 2.42 -5.08  -0.04
H: -1.74 4.98 -3.32  0.09
H: -1.41 5.12 -5.04  0.10
H: -0.47 5.99 -3.86  0.08
H: 2.59 2.11 -6.07  0.10
H: 3.31 1.48 -4.65  0.09
H: 3.85 3.01 -4.93  0.09
C: -4.68 5.02 0.86  -0.08
O: -5.22 5.13 2.12  -0.01
C: -6.28 4.41 2.61  -0.58
O: -6.76 3.42 2.11  0.13
O: -6.69 4.99 3.71  0.00
C: -7.72 4.49 4.48  -0.05
H: -4.14 4.09 0.70  0.08
H: -3.91 5.78 0.69  0.10
H: -5.41 5.09 0.05  0.10
H: -8.03 5.11 5.33  0.10
H: -7.41 3.50 4.81  0.09
H: -8.55 4.50 3.78  0.10
C: -0.38 0.50 -4.27  -0.06
O: -1.70 0.01 -4.29  -0.02
C: -2.71 0.98 -4.06  -0.47
O: -2.63 2.17 -3.67  0.10
O: -3.80 0.37 -4.57  -0.05
C: -4.88 1.11 -5.12  -0.03
H: 0.42 -0.21 -4.08  0.06
H: -0.19 1.16 -3.42  0.06
H: -0.21 1.04 -5.21  0.11
H: -4.58 1.73 -5.96  0.11
H: -5.31 1.68 -4.30  0.10
H: -5.58 0.31 -5.37  0.09
C: 3.50 2.68 -0.77  -0.01
O: 4.62 3.34 -1.39  -0.02
C: 4.48 4.27 -2.39  -0.56
O: 3.47 4.77 -2.93  0.08
O: 5.71 4.49 -2.69  0.01
C: 6.01 5.53 -3.65  0.00
H: 3.84 2.22 0.16  0.08
H: 2.90 2.05 -1.42  0.08
H: 2.82 3.49 -0.48  0.09
H: 5.32 5.59 -4.49  0.09
H: 6.94 5.28 -4.16  0.09
H: 6.08 6.42 -3.03  0.10
C: -1.49 -4.26 2.16  -0.12
O: -2.35 -4.02 3.19  0.04
C: -2.25 -2.76 3.67  -0.50
O: -1.34 -1.92 3.39  0.07
O: -3.24 -2.58 4.51  0.03
C: -3.39 -1.54 5.33  -0.09
H: -0.41 -4.17 2.29  0.10
H: -1.60 -3.80 1.18  0.10
H: -1.59 -5.32 1.92  0.10
H: -2.51 -1.04 5.72  0.11
H: -4.07 -1.84 6.14  0.11
H: -4.02 -0.79 4.86  0.08